DFT (ωB97M-V/def2-TZVPD) results for a molecular structure, C32H44FeN9O2S2Se at a distorted geometry.

```
91
Properties=species:S:1:pos:R:3:forces:R:3
Fe -0.87065 0.82127 -1.44474 -1.8 0.4 -2.1
N -2.95792 1.52117 -0.38062 0.6 -0.7 0.1
C -3.14577 2.96597 -0.53825 0.3 0.3 0.0
C -1.90910 3.67808 0.00985 -0.5 -0.2 -0.1
N -0.70204 3.19894 -0.66043 0.5 -1.3 0.0
C -0.24868 4.02671 -1.77305 0.3 0.0 -0.2
C 0.97807 3.38863 -2.42140 -0.3 0.3 0.2
N 0.62940 2.05499 -2.92459 -0.1 -0.8 0.4
H -3.77782 1.02178 -0.71019 0.1 -0.1 0.0
H -2.83972 1.30946 0.61012 -0.1 -0.1 -0.1
H -4.03393 3.33709 -0.00963 0.1 -0.1 -0.1
H -3.26775 3.17253 -1.60222 -0.1 0.1 0.0
H -1.82554 3.44105 1.07176 0.0 0.1 0.0
H -2.02707 4.76280 -0.09592 0.1 -0.1 0.1
H 0.05407 3.13042 0.01898 -0.2 0.2 -0.1
H -0.00633 5.04680 -1.44238 -0.1 -0.1 -0.1
H -1.05349 4.08693 -2.50896 0.0 0.1 0.0
H 1.76055 3.28097 -1.66640 0.0 0.0 -0.1
H 1.35554 4.04989 -3.21155 0.0 -0.1 0.1
H 1.46683 1.50178 -3.08073 -0.1 0.1 -0.2
H 0.15086 2.15065 -3.81638 0.0 -0.3 0.1
O 0.44951 -2.96417 -2.31891 -0.1 -0.4 0.2
S -0.29432 -2.11188 -1.44042 -0.8 0.9 -0.9
O 0.48464 -1.07754 -0.73902 0.0 0.2 0.5
N -1.39790 -1.18884 -2.19745 1.8 1.2 2.8
C -1.98260 -1.41495 -3.39067 -0.7 -0.7 -1.5
C -2.12382 -2.64964 -4.01998 0.2 0.7 0.6
C -2.84118 -2.76592 -5.21021 -0.4 0.4 -0.5
C -3.41689 -1.67062 -5.80743 0.0 -0.3 0.0
C -3.24839 -0.38777 -5.24750 0.2 -0.1 0.2
C -3.76188 0.78278 -5.84007 0.1 0.2 0.3
C -3.51255 1.99683 -5.25219 0.0 -0.3 -0.2
C -2.72746 2.02715 -4.09310 0.0 0.1 0.1
N -2.24594 0.95688 -3.49787 0.4 0.8 1.0
C -2.51226 -0.24890 -4.04232 0.1 -0.9 -0.2
C -1.10945 -3.08654 -0.16552 0.4 0.3 -0.4
C -0.65747 -2.97068 1.13683 0.1 0.1 0.1
C -1.22489 -3.75611 2.12726 0.0 0.0 -0.1
C -2.24825 -4.63749 1.81531 0.0 0.0 0.0
C -2.68967 -4.75200 0.50635 0.0 0.1 -0.1
C -2.11218 -3.98173 -0.49166 -0.1 -0.1 -0.1
H -1.65316 -3.51829 -3.58664 0.0 -0.1 0.0
H -2.94902 -3.74079 -5.66262 0.0 0.0 0.0
H -3.99682 -1.76720 -6.71164 0.0 -0.1 -0.1
H -4.33225 0.70347 -6.75193 -0.1 0.0 -0.1
H -3.89144 2.91772 -5.66637 0.0 0.1 -0.1
H -2.47812 2.97875 -3.64443 0.0 0.1 0.0
H 0.14043 -2.27781 1.35282 0.1 0.1 0.1
H -0.85487 -3.69850 3.13820 0.0 0.0 0.2
H -2.69310 -5.24719 2.58663 0.0 -0.1 0.1
H -3.47395 -5.45014 0.26004 -0.1 -0.1 0.0
H -2.43590 -4.08628 -1.51438 -0.1 0.0 -0.1
C 0.55697 -1.33953 5.09053 0.0 -0.3 0.3
N 0.33714 -0.23595 4.17756 -0.3 0.1 -0.1
C 1.50871 0.56542 3.91856 0.3 0.4 -0.1
C -0.76598 -0.09449 3.42720 -0.1 0.0 0.2
S -0.69709 0.74113 1.94838 0.3 0.3 -0.4
N -1.94482 -0.58875 3.85238 0.5 0.1 -0.2
C -2.33054 -0.57518 5.25033 0.0 -0.1 0.4
C -3.06479 -0.68574 2.94580 -0.3 -0.1 -0.4
H 1.48163 -1.85081 4.81093 0.0 0.0 0.0
H -0.25659 -2.05578 5.03958 0.0 0.0 0.0
H 0.66488 -0.99038 6.11985 0.0 0.0 0.0
H 2.05063 0.71426 4.85169 0.0 -0.1 0.0
H 1.21122 1.53453 3.52186 0.1 -0.1 0.1
H 2.17414 0.08498 3.19343 0.0 0.0 0.0
H -1.56035 -0.11530 5.85976 0.0 0.0 0.0
H -2.53561 -1.58153 5.61448 0.0 0.0 0.1
H -3.24164 0.01671 5.35431 0.0 0.0 0.0
H -2.71702 -0.91952 1.94074 -0.1 -0.1 0.1
H -3.64022 0.24551 2.92588 0.0 0.0 0.0
H -3.71555 -1.48812 3.28899 0.0 0.0 0.0
C 4.80286 2.61904 1.43108 0.0 0.7 0.3
N 4.71536 1.24860 1.01415 -0.3 -0.7 -0.3
C 3.62302 0.62714 0.52394 0.3 -0.3 0.2
Se 1.93774 1.34828 0.41850 -0.6 0.4 0.0
N 3.95232 -0.64216 0.20323 0.1 0.4 0.1
C 5.28428 -0.85624 0.49994 0.4 0.4 0.3
C 6.11075 -1.96437 0.39555 0.1 -0.1 0.0
C 7.41626 -1.81716 0.82843 -0.3 -0.2 -0.2
C 7.89248 -0.61132 1.34578 -0.1 0.3 0.1
C 7.08056 0.50049 1.44540 0.1 0.0 0.0
C 5.76851 0.35922 1.01798 0.0 -0.7 -0.2
H 3.83097 3.09046 1.29262 0.1 0.0 0.1
H 5.55015 3.14579 0.83757 0.0 -0.1 0.0
H 5.08709 2.67787 2.48161 0.0 -0.1 0.0
H 3.29740 -1.29378 -0.20734 -0.1 0.0 0.0
H 5.74672 -2.89795 -0.00066 0.0 -0.1 -0.1
H 8.08716 -2.65799 0.76500 0.1 -0.1 0.0
H 8.91712 -0.54917 1.67534 0.1 0.0 0.0
H 7.44581 1.43125 1.84529 0.1 0.1 0.1
```
Positions in Å, forces in eV/Å.

Calculated values
* frontier orbital gap (alpha / beta): 7.1 / 3.9 eV
* ⟨S²⟩: 0.76
* max |F|: 3.6 eV/Å
* spin multiplicity: 2
* total charge: +2

These are the Löwdin partial charges, in e, on atoms 1 to 8: 0.71 0.00 -0.22 -0.20 -0.10 -0.20 -0.24 0.01

DFT (ωB97M-V/def2-TZVPD) results for a molecular structure, C45H67BBrIMoN9O3S3Sb.

```
132
Properties=species:S:1:pos:R:3:forces:R:3
Mo -0.27691 0.03361 -0.22112 -0.6 -0.5 0.1
O 0.59954 -0.14213 -4.03720 0.0 0.0 0.0
C 1.79143 -0.79576 -4.16136 0.1 0.0 0.0
C 2.22422 -1.09046 -5.44764 0.0 0.0 -0.1
C 3.42883 -1.74525 -5.64265 0.0 0.0 0.0
C 4.21116 -2.12268 -4.55694 0.0 0.0 0.0
C 3.77231 -1.83247 -3.27669 0.0 0.0 0.0
C 2.57102 -1.16211 -3.05724 0.0 0.0 -0.1
C 2.14678 -0.87653 -1.64401 -0.3 0.3 -0.1
O 0.74616 -1.07157 -1.46217 0.5 0.0 -0.3
N 2.50473 0.46983 -1.25090 0.2 -0.1 0.2
N 1.72649 0.90118 -0.13447 0.0 0.2 -0.2
C 2.26701 1.92882 0.41517 0.3 0.1 0.3
C 1.81935 2.78931 1.47675 -0.4 -0.1 -0.2
Br 0.05460 2.65312 2.16051 0.0 0.1 -0.4
C 2.59653 3.75938 1.98655 0.2 0.2 0.0
C 4.01776 3.98806 1.73892 0.0 0.1 0.0
C 4.93715 2.95450 1.52396 0.0 0.0 0.1
C 6.26866 3.24409 1.27690 0.0 0.0 0.0
C 6.69928 4.56395 1.24445 0.0 0.0 0.0
C 5.80266 5.59684 1.49225 0.0 0.0 0.0
C 4.47598 5.31033 1.75690 -0.1 0.0 0.0
H 0.32376 -0.22355 -3.11096 0.0 0.0 0.1
H 1.59909 -0.79559 -6.28264 0.0 0.0 0.0
H 3.75939 -1.96598 -6.64988 0.0 0.0 0.0
H 5.15221 -2.63634 -4.70854 -0.1 0.0 0.0
H 4.37063 -2.12306 -2.41705 0.0 0.0 -0.1
H 2.67297 -1.54015 -0.97379 0.0 -0.3 0.3
H 2.41119 1.13360 -2.00910 -0.3 0.1 -0.1
H 3.23430 2.20548 0.00631 0.0 0.1 0.0
H 2.11478 4.46436 2.65971 0.1 0.0 0.0
H 4.62238 1.92013 1.61151 0.0 0.0 0.0
H 6.97736 2.43931 1.12839 0.0 0.0 0.0
H 7.74082 4.78741 1.05140 0.0 0.0 0.0
H 6.14330 6.62458 1.49255 0.0 0.0 0.0
H 3.77669 6.11423 1.96358 0.1 0.0 0.0
C 0.48281 -4.78173 -3.40698 0.0 0.1 0.0
C -0.92121 -4.82538 -2.80016 0.0 0.0 0.0
C -0.85621 -5.27351 -1.34534 -0.1 0.1 0.0
C -1.81218 -5.81504 -3.55423 -0.1 0.1 -0.1
N -1.51624 -3.44325 -2.97243 0.1 -0.2 -0.1
C -1.82392 -2.99745 -4.25961 0.1 -0.3 0.1
C -2.24374 -1.72916 -4.17018 -0.1 0.2 0.3
N -2.22219 -1.39607 -2.82750 0.1 0.0 -0.1
B -2.50610 -0.09463 -2.11518 -0.2 0.0 0.0
N -2.44238 1.17076 -2.94643 -0.1 -0.2 0.0
C -3.33298 1.53921 -3.94698 0.1 -0.2 0.2
C -3.00658 2.77992 -4.33233 0.2 0.3 0.1
N -1.92476 3.19460 -3.55807 0.0 0.2 -0.1
C -1.59456 2.18998 -2.71502 -0.2 0.1 -0.3
S -0.28925 2.19032 -1.57313 0.1 -0.1 0.2
C -1.23995 4.53772 -3.72310 0.0 0.0 0.0
C 0.17963 4.30471 -4.24125 0.0 -0.1 0.0
C -1.25599 5.29603 -2.39532 -0.1 -0.1 0.0
C -2.01648 5.35665 -4.75085 -0.1 0.0 0.0
N -3.74943 -0.17868 -1.24761 0.0 -0.1 -0.3
C -4.97251 -0.71052 -1.62293 0.2 0.0 -0.1
C -5.79693 -0.57898 -0.57391 0.0 0.1 0.3
N -5.08009 0.03031 0.45654 -0.3 0.0 0.2
C -3.81757 0.24980 0.02359 -0.2 -0.2 -0.1
S -2.47950 0.93579 0.86986 0.1 0.0 0.1
C -5.67060 0.20048 1.84111 0.0 0.0 0.0
C -5.37445 -1.07958 2.61770 0.0 0.0 0.0
C -7.18045 0.40280 1.69661 0.0 0.0 -0.1
C -5.09784 1.41896 2.55990 0.1 0.1 -0.1
C -1.74898 -2.43747 -2.10030 -0.1 -0.1 -0.5
S -1.57926 -2.35331 -0.37027 0.3 0.3 0.2
H 0.95338 -5.76332 -3.31409 0.0 0.1 0.0
H 1.10454 -4.03768 -2.90052 0.0 0.0 -0.1
H 0.45685 -4.51955 -4.46697 0.0 0.0 0.1
H -0.45278 -6.28743 -1.33729 0.0 0.0 0.0
H -1.84678 -5.29901 -0.88531 0.1 0.0 0.0
H -0.21528 -4.64390 -0.73560 -0.1 -0.1 0.0
H -1.44870 -6.82572 -3.36948 0.0 0.0 0.0
H -1.80380 -5.65845 -4.63346 0.0 0.0 0.1
H -2.84264 -5.75278 -3.19899 0.0 0.0 0.0
H -1.70333 -3.61642 -5.13165 0.0 0.0 0.1
H -2.54031 -1.03514 -4.94008 0.1 -0.1 0.1
H -1.56256 -0.01801 -1.36390 -0.3 0.2 -0.4
H -4.13162 0.89513 -4.28274 0.1 0.1 0.1
H -3.45893 3.39940 -5.08447 0.1 0.0 0.1
H 0.78810 3.75924 -3.52112 0.0 0.0 0.0
H 0.65426 5.26948 -4.43124 0.0 -0.1 0.0
H 0.15765 3.74140 -5.17762 0.0 0.0 0.1
H -0.61924 4.83735 -1.64227 0.0 0.0 0.0
H -2.27370 5.36081 -2.00075 0.1 0.0 0.0
H -0.89418 6.31009 -2.57309 0.0 -0.1 0.0
H -1.99587 4.90130 -5.74306 0.0 0.0 0.0
H -1.53636 6.33124 -4.83062 0.0 0.0 0.0
H -3.05150 5.52304 -4.44337 0.1 0.0 0.0
H -5.14321 -1.15039 -2.59409 0.0 0.1 0.1
H -6.82727 -0.86728 -0.47705 0.1 0.1 0.1
H -5.80971 -1.94732 2.11739 0.0 0.0 0.0
H -5.79967 -1.01130 3.62210 0.0 0.0 -0.1
H -4.29586 -1.23472 2.70568 -0.1 0.0 0.0
H -7.70020 -0.50576 1.38884 0.0 0.0 0.0
H -7.40731 1.20434 0.99012 0.0 0.0 0.1
H -7.58367 0.68551 2.66793 0.0 0.0 0.0
H -4.06743 1.27124 2.87371 -0.1 0.0 0.0
H -5.70050 1.59445 3.45222 0.0 0.0 -0.1
H -5.15012 2.31254 1.93254 0.0 -0.1 0.1
C 1.99230 0.84514 4.23498 0.1 -0.1 0.1
C 1.92932 -0.53129 3.57376 0.0 0.1 -0.1
Sb 0.18197 -0.90476 2.39668 -0.3 -0.2 0.2
C -0.20987 -2.99751 2.65319 0.2 0.0 0.1
C 0.62415 -3.64369 3.76051 0.0 0.0 -0.1
C -1.32358 -0.24456 3.78054 0.2 0.0 0.1
C -1.17794 -0.85054 5.17969 0.0 0.1 -0.1
H 2.75817 0.84014 5.01347 0.0 0.0 0.0
H 1.05050 1.12794 4.70877 0.0 0.0 0.0
H 2.25657 1.62713 3.52317 0.0 -0.2 0.2
H 1.88378 -1.32240 4.32557 0.0 0.0 -0.1
H 2.78672 -0.72919 2.93413 0.0 0.0 0.0
H -0.03875 -3.48240 1.69502 0.0 0.0 0.0
H -1.27903 -3.05820 2.86745 0.0 0.0 0.0
H 1.69321 -3.57757 3.54516 -0.1 0.0 0.0
H 0.37009 -4.70167 3.84987 0.0 0.0 0.0
H 0.45376 -3.18097 4.73374 0.0 0.0 0.0
H -2.26480 -0.54080 3.32373 -0.1 0.0 0.0
H -1.31309 0.84512 3.81762 0.0 -0.1 0.0
H -1.28353 -1.93621 5.16418 0.0 0.0 0.0
H -1.96182 -0.46125 5.83378 0.0 0.0 0.0
H -0.21829 -0.60952 5.64563 -0.1 0.0 -0.1
N 2.23444 -4.13986 -0.34649 0.1 0.1 0.1
C 2.68681 -3.57232 0.78845 -0.2 0.1 -0.1
O 2.30706 -2.45819 1.14165 0.2 -0.1 0.1
C 3.71266 -4.34629 1.57943 0.0 -0.1 -0.1
I 2.99685 -6.27308 2.16772 0.0 0.0 0.0
H 1.50796 -3.66796 -0.86225 0.1 0.1 0.0
H 2.48718 -5.07841 -0.60692 0.0 0.0 0.0
H 3.96914 -3.80206 2.47773 0.0 0.1 0.1
H 4.60421 -4.53093 0.98522 0.0 0.0 0.0
```
Positions in Å, forces in eV/Å.

Calculated values
* frontier orbital gap (alpha / beta): 6.7 / 6.9 eV
* ⟨S²⟩: 2.03
* max |F|: 0.8 eV/Å
* spin multiplicity: 3
* total charge: +2
* energy above the lowest of the compared OMol25 structures with the same formula, charge and spin: 0.00 kcal per mole

These are the natural (NBO) partial charges, in e, on atoms 1 to 8: 0.63 -0.70 0.30 -0.27 -0.17 -0.24 -0.18 -0.11